Arrangement one

{"formula": "C4H4N4", "method": "ωB97M-V/def2-TZVPD", "homo_energy_ev": -8.27, "mol_weight_g_mol": 108.10, "symbols": ["C", "C", "C", "C", "H", "H", "H", "H", "N", "N", "N", "N"], "positions_angstrom": [[0.306, 0.630, -0.078], [1.702, 0.042, -0.316], [-0.448, -0.506, -0.046], [-1.783, -0.245, -0.049], [-0.808, 2.468, 0.298], [0.872, 2.356, -0.317], [-1.143, -2.320, 0.284], [0.966, -2.169, 0.566], [0.239, 1.891, 0.310], [2.845, -0.249, -0.020], [0.042, -1.811, 0.150], [-2.920, 0.189, -0.140]], "lowdin_charge": [-0.345, -0.129, -0.425, -0.211, 0.226, 0.090, 0.240, 0.121, 0.100, 0.145, 0.032, 0.155]}

***

Arrangement two

{"formula": "C4H4N4", "method": "ωB97M-V/def2-TZVPD", "smiles": "[H]/N=c1\\nccncn1", "homo_energy_ev": -9.98, "mol_weight_g_mol": 108.10, "symbols": ["C", "C", "C", "C", "H", "H", "H", "H", "N", "N", "N", "N"], "positions_angstrom": [[1.071, -0.642, -0.307], [-0.743, 0.480, -1.068], [-0.754, 1.285, 0.330], [-0.497, -0.911, 1.273], [2.507, 0.439, -1.066], [-1.331, 0.774, -1.982], [-1.027, 2.256, 0.577], [-1.353, -1.696, 1.788], [2.231, -0.360, -0.258], [0.204, -0.397, -1.253], [-0.715, 0.496, 1.397], [0.407, -1.725, 0.569]], "lowdin_charge": [-0.704, -0.037, -0.022, -0.206, 0.154, 0.117, 0.076, 0.165, 0.153, 0.105, 0.058, 0.142]}

***

Which of them is the most stable? Correct choice: arrangement two.

***

Arrangement one

{"formula": "C3H11N2O", "method": "ωB97M-V/def2-TZVPD", "total_charge": 1, "homo_energy_ev": -11.95, "mol_weight_g_mol": 91.13, "symbols": ["C", "C", "C", "N", "N", "H", "H", "H", "H", "H", "H", "H", "H", "H", "H", "H", "O"], "positions_angstrom": [[1.599, -1.061, 0.532], [0.355, -0.230, 0.537], [-0.786, -0.496, 1.237], [-1.439, -1.684, 1.158], [0.469, 1.107, -0.047], [2.252, -0.729, 1.347], [2.129, -1.060, -0.418], [1.337, -2.073, 0.843], [-1.195, 0.242, 1.933], [-1.538, -2.089, 0.241], [-2.319, -1.731, 1.648], [1.419, 1.493, -0.012], [-0.148, 1.827, 0.354], [0.171, 1.215, -1.050], [-1.127, 1.771, -2.960], [0.247, 2.397, -3.146], [-0.231, 1.763, -2.596]], "lowdin_charge": [-0.038, -0.305, -0.142, 0.098, 0.184, 0.095, 0.082, 0.091, 0.132, 0.114, 0.107, 0.170, 0.171, 0.099, 0.085, 0.084, -0.028]}

***

Arrangement two

{"formula": "C3H11N2O", "method": "ωB97M-V/def2-TZVPD", "total_charge": 1, "homo_energy_ev": -15.17, "mol_weight_g_mol": 91.13, "symbols": ["C", "C", "N", "C", "N", "H", "H", "H", "H", "H", "H", "H", "H", "H", "H", "H", "O"], "positions_angstrom": [[1.011, -2.515, -0.106], [0.099, -1.459, -0.703], [0.754, -0.146, -0.756], [0.278, 0.997, -0.316], [1.039, 1.928, 0.252], [1.236, -2.317, 0.932], [0.526, -3.473, -0.258], [1.973, -2.420, -0.614], [-0.260, -1.811, -1.665], [-0.832, -1.358, -0.142], [1.772, -0.187, -0.744], [-0.719, 1.307, -0.638], [1.960, 1.718, 0.607], [0.913, 2.851, -0.141], [-2.606, 1.628, 1.949], [-3.380, 0.596, 1.137], [-2.556, 1.099, 1.142]], "lowdin_charge": [-0.060, -0.207, 0.076, -0.131, 0.190, 0.081, 0.093, 0.083, 0.124, 0.123, 0.160, 0.155, 0.135, 0.139, 0.051, 0.051, -0.062]}

***

Which of them is the most stable? Correct choice: arrangement two.

***

Arrangement one

{"formula": "C3H11N2O", "method": "ωB97M-V/def2-TZVPD", "total_charge": 1, "homo_energy_ev": -14.74, "mol_weight_g_mol": 91.13, "symbols": ["C", "C", "N", "C", "N", "H", "H", "H", "H", "H", "H", "H", "H", "H", "H", "H", "O"], "positions_angstrom": [[-3.302, 0.118, 0.025], [-2.003, 0.166, -0.794], [1.391, -0.028, 0.543], [0.274, 0.455, -0.066], [-0.881, -0.269, 0.068], [-4.124, 0.690, -0.416], [-3.811, -0.891, 0.134], [-3.232, 0.746, 0.991], [-2.181, -0.382, -1.756], [-1.651, 1.196, -1.003], [1.575, -0.772, 1.127], [2.251, 0.437, 0.456], [0.476, 1.298, -0.909], [-1.139, -0.930, 0.929], [5.711, 0.063, 0.237], [5.480, -1.228, -0.117], [5.167, -0.670, 0.552]], "lowdin_charge": [-0.103, -0.236, 0.185, -0.060, 0.016, 0.073, 0.103, 0.108, 0.138, 0.109, 0.103, 0.097, 0.223, 0.234, 0.049, 0.005, -0.040]}

***

Arrangement two

{"formula": "C3H11N2O", "method": "ωB97M-V/def2-TZVPD", "total_charge": 1, "homo_energy_ev": -14.45, "mol_weight_g_mol": 91.13, "symbols": ["C", "C", "O", "N", "H", "H", "H", "H", "H", "C", "N", "H", "H", "H", "H", "H", "H"], "positions_angstrom": [[-0.239, -0.193, 2.587], [-0.007, 0.453, 1.268], [-0.175, -0.112, 0.186], [0.316, 1.780, 1.253], [-0.903, 0.411, 3.205], [0.668, -0.229, 3.190], [0.627, 2.108, 0.344], [0.716, 2.289, 2.023], [-0.639, -1.181, 2.392], [0.188, -1.618, -2.309], [-0.125, -0.160, -2.365], [0.317, 0.327, -3.148], [-1.121, 0.068, -2.424], [0.080, 0.262, -1.415], [1.134, -1.716, -1.804], [0.167, -2.053, -3.297], [-0.597, -2.088, -1.737]], "lowdin_charge": [0.016, -0.521, -0.008, 0.175, 0.100, 0.100, 0.113, 0.119, 0.093, -0.017, 0.102, 0.166, 0.166, 0.100, 0.100, 0.099, 0.097]}

***

Arrangement three

{"formula": "C3H11N2O", "method": "ωB97M-V/def2-TZVPD", "total_charge": 1, "homo_energy_ev": -12.91, "mol_weight_g_mol": 91.13, "symbols": ["C", "N", "C", "O", "H", "H", "H", "H", "H", "H", "H", "C", "N", "H", "H", "H", "H"], "positions_angstrom": [[-0.115, -0.376, -0.556], [-1.262, -1.154, -0.140], [-1.123, -1.576, 1.268], [-2.179, -2.523, 1.474], [-0.064, 0.543, 0.056], [-0.148, -0.068, -1.609], [0.883, -0.819, -0.436], [-1.277, -1.995, -0.703], [-0.118, -2.014, 1.370], [-1.208, -0.710, 1.917], [-2.868, -2.341, 0.822], [1.878, 2.256, -0.019], [1.219, 2.307, -1.127], [3.046, 2.023, 0.008], [1.292, 2.211, 0.848], [0.331, 1.842, -1.200], [1.714, 2.394, -1.974]], "lowdin_charge": [-0.176, -0.099, -0.271, -0.041, 0.049, 0.086, 0.092, 0.119, 0.122, 0.117, 0.089, 0.180, 0.198, 0.194, 0.097, 0.106, 0.138]}

***

Arrangement four

{"formula": "C3H11N2O", "method": "ωB97M-V/def2-TZVPD", "total_charge": 1, "homo_energy_ev": -12.22, "mol_weight_g_mol": 91.13, "symbols": ["C", "C", "C", "N", "N", "H", "H", "H", "H", "H", "H", "H", "H", "H", "H", "H", "O"], "positions_angstrom": [[-0.836, -1.846, -0.199], [-0.504, -0.415, 0.044], [-0.381, 0.566, -0.859], [-0.496, 0.415, -2.194], [-0.177, -0.012, 1.435], [-1.908, -2.029, -0.233], [-0.424, -2.547, 0.525], [-0.452, -2.199, -1.155], [-0.216, 1.582, -0.540], [-0.783, -0.451, -2.622], [-0.473, 1.200, -2.818], [0.024, -0.816, 2.031], [-0.953, 0.450, 1.910], [0.639, 0.637, 1.430], [2.868, 1.259, 1.024], [2.066, 2.534, 1.329], [2.007, 1.673, 0.891]], "lowdin_charge": [-0.036, -0.294, -0.156, 0.113, 0.199, 0.091, 0.083, 0.084, 0.128, 0.105, 0.109, 0.166, 0.170, 0.104, 0.081, 0.082, -0.031]}

***

Which of them is the most stable? Correct choice: arrangement two.

***

Arrangement one

{"formula": "C3H9N", "method": "ωB97M-V/def2-TZVPD", "homo_energy_ev": -6.24, "mol_weight_g_mol": 59.11, "symbols": ["C", "C", "N", "C", "H", "H", "H", "H", "H", "H", "H", "H", "H"], "positions_angstrom": [[-2.018, -0.362, 0.801], [-1.984, 0.309, -0.446], [0.773, -0.323, -0.689], [0.522, 0.732, -1.338], [-1.799, 1.386, -0.381], [-1.333, -0.176, 1.633], [-2.890, -0.951, 1.071], [-2.480, -0.168, -1.273], [5.634, -0.709, 2.165], [-1.159, -0.641, -0.130], [-0.205, 0.769, -2.125], [1.260, 1.557, -1.263], [5.680, -1.422, 1.975]], "lowdin_charge": [-0.051, -0.023, -0.072, -0.395, 0.109, 0.095, 0.088, 0.104, 0.000, 0.110, 0.003, 0.032, 0.000]}

***

Arrangement two

{"formula": "C3H9N", "method": "ωB97M-V/def2-TZVPD", "smiles": "C=N.CC", "homo_energy_ev": -9.86, "mol_weight_g_mol": 59.11, "symbols": ["C", "C", "H", "H", "H", "H", "H", "H", "C", "N", "H", "H", "H"], "positions_angstrom": [[1.511, -1.780, 0.634], [0.673, -0.643, 1.150], [2.555, -1.505, 0.743], [1.341, -1.898, -0.450], [1.257, -2.735, 1.079], [0.419, 0.160, 0.474], [-0.297, -1.030, 1.472], [1.111, -0.091, 2.010], [-1.810, 1.530, -1.267], [-0.964, 2.331, -1.753], [-1.794, 0.469, -1.552], [-2.662, 1.914, -0.693], [-1.340, 3.275, -1.847]], "lowdin_charge": [-0.174, -0.190, 0.059, 0.069, 0.060, 0.037, 0.060, 0.072, -0.158, 0.004, 0.063, 0.060, 0.037]}

***

Which of them is the most stable? Correct choice: arrangement two.

***

Arrangement one

{"formula": "C2H6O3S", "method": "ωB97M-V/def2-TZVPD", "homo_energy_ev": -9.23, "mol_weight_g_mol": 110.13, "symbols": ["C", "C", "O", "O", "O", "S", "H", "H", "H", "H", "H", "H"], "positions_angstrom": [[-1.715, 0.186, -0.354], [2.142, -0.326, -0.204], [1.815, -0.922, 0.777], [3.127, 0.517, -0.300], [0.705, 1.327, -0.207], [-0.333, 0.950, 0.781], [-2.358, 1.071, -0.876], [-2.340, -0.506, 0.135], [-1.091, -0.274, -1.152], [1.877, -0.561, -1.303], [0.340, -0.192, 1.520], [3.510, 0.959, 0.514]], "lowdin_charge": [-0.237, -0.548, -0.029, 0.061, -0.616, 0.842, 0.100, 0.000, 0.036, 0.171, 0.057, 0.163]}

***

Arrangement two

{"formula": "C2H6O3S", "method": "ωB97M-V/def2-TZVPD", "smiles": "O=COCS.O", "homo_energy_ev": -9.92, "mol_weight_g_mol": 110.13, "symbols": ["O", "H", "H", "O", "O", "S", "C", "C", "H", "H", "H", "H"], "positions_angstrom": [[2.461, 3.249, -0.194], [1.603, 2.860, 0.091], [2.623, 2.865, -1.085], [1.143, 0.176, 0.646], [-0.219, -1.336, -0.244], [-2.912, -1.614, -0.437], [0.950, -0.884, 0.100], [-1.421, -0.731, 0.116], [-2.879, -2.680, 0.391], [1.762, -1.544, -0.263], [-1.463, 0.287, -0.317], [-1.648, -0.648, 1.196]], "lowdin_charge": [-0.091, 0.032, 0.044, 0.070, -0.070, 0.736, -0.365, -0.566, -0.134, 0.156, 0.099, 0.089]}

***

Which of them is the most stable? Correct choice: arrangement two.

***

Arrangement one

{"formula": "C4H12S", "method": "ωB97M-V/def2-TZVPD", "smiles": "CSC.CC", "homo_energy_ev": -8.43, "mol_weight_g_mol": 92.21, "symbols": ["C", "C", "S", "H", "H", "H", "H", "H", "H", "C", "C", "H", "H", "H", "H", "H", "H"], "positions_angstrom": [[0.247, 0.690, -1.265], [-0.920, -0.472, -3.583], [-0.379, -0.866, -1.924], [-0.367, 0.985, -0.431], [1.281, 0.604, -0.934], [0.294, 1.490, -2.005], [-0.461, 0.393, -4.079], [-1.912, -0.039, -3.509], [-0.913, -1.238, -4.352], [0.685, 0.426, 3.067], [0.071, -0.843, 2.456], [-0.007, 1.260, 3.129], [1.128, 0.231, 4.051], [1.627, 0.676, 2.565], [0.164, -0.771, 1.389], [-1.017, -0.777, 2.533], [0.478, -1.747, 2.890]], "lowdin_charge": [-0.435, -0.466, 0.732, 0.013, 0.028, 0.038, 0.037, 0.019, 0.032, -0.171, -0.154, 0.059, 0.057, 0.058, 0.024, 0.065, 0.065]}

***

Arrangement two

{"formula": "C4H12S", "method": "ωB97M-V/def2-TZVPD", "smiles": "CCS.CC", "homo_energy_ev": -9.03, "mol_weight_g_mol": 92.21, "symbols": ["C", "C", "S", "H", "H", "H", "H", "H", "H", "C", "C", "H", "H", "H", "H", "H", "H"], "positions_angstrom": [[-0.094, -0.758, 1.763], [-1.522, -0.480, 2.111], [0.339, -1.315, -0.045], [0.586, 0.015, 1.768], [0.201, -1.521, 2.381], [-1.856, 0.266, 2.902], [-0.673, -0.557, -0.484], [-1.834, -1.459, 2.466], [-2.160, -0.226, 1.285], [0.566, 1.222, -2.370], [0.558, 2.291, -1.248], [-0.045, 1.538, -3.263], [1.675, 1.124, -2.692], [0.168, 0.297, -2.082], [-0.483, 2.773, -1.175], [0.986, 3.177, -1.676], [0.969, 1.964, -0.245]], "lowdin_charge": [-0.511, -0.164, 0.666, 0.006, 0.025, 0.100, -0.161, 0.067, 0.047, -0.200, -0.184, 0.078, 0.096, -0.053, 0.079, 0.036, 0.072]}

***

Which of them is the most stable? Correct choice: arrangement one.